Entry 1:
{"formula": "C6H7IN2O", "method": "the ωB97M-V functional and the def2-TZVPD basis", "total_energy_ha": -715.1477, "relative_energy_ev": 0.927, "charge": 0, "homo_energy_ev": -8.072, "symbols": ["N", "H", "H", "H", "C", "C", "C", "C", "O", "H", "C", "N", "I", "H", "H", "H", "C"], "coordinates": [[0.7822, 1.7842, 1.6613], [2.2774, -1.1791, -0.8040], [0.2211, 2.5812, 3.3363], [-2.2581, 0.3650, -1.4687], [1.2941, -0.8367, -0.8455], [0.2638, -1.3928, -0.0219], [-0.1688, 0.4761, -2.1480], [1.0504, 0.0838, -1.8151], [0.5636, -2.4213, 0.7745], [-0.9820, 1.4727, 2.5543], [-1.2840, 0.0541, -1.2363], [-0.0617, 2.0010, 2.5475], [-2.5172, -1.2088, 1.2130], [-0.2627, 1.1951, -2.9504], [0.0229, -2.5201, 1.6219], [2.0267, 0.3750, -2.2452], [-0.9678, -0.8294, -0.1738]], "lowdin_charge": [-0.006, 0.097, 0.086, 0.062, -0.018, -0.419, -0.070, -0.154, 0.014, 0.080, -0.094, -0.123, 0.873, 0.098, 0.102, 0.125, -0.653]}


Entry 2:
{"formula": "C6H7LiO4Rb", "method": "the ωB97M-V functional and the def2-TZVPD basis", "total_energy_ha": -565.1530, "relative_energy_ev": 0.000, "charge": 1, "homo_energy_ev": -11.384, "symbols": ["C", "H", "C", "H", "Li", "H", "O", "O", "C", "C", "H", "O", "H", "O", "C", "H", "H", "C", "Rb"], "coordinates": [[-0.4336, 2.2512, -0.3466], [1.0243, 1.6058, 1.1231], [1.0876, -0.8023, -1.1152], [0.5756, -2.1016, -3.3574], [-1.6594, 0.0560, 0.7774], [-0.7471, -3.1721, 2.4470], [-1.4788, 1.8075, 0.4384], [1.2732, -2.4569, -2.7892], [-0.4386, -2.2494, 1.9279], [0.9170, 1.5940, 0.0275], [-0.2625, 3.3452, -0.2634], [-1.0330, -1.1885, 2.0986], [-0.6125, 2.0563, -1.4239], [0.7676, -3.1116, -0.7538], [1.0047, 0.2061, -0.4223], [0.6356, -2.1192, 1.7015], [1.7517, 2.1651, -0.4055], [1.0531, -2.1976, -1.5068], [-3.4249, 4.3119, 1.8426]], "lowdin_charge": [-0.444, 0.122, 0.105, 0.137, 0.701, 0.111, -0.468, 0.116, -0.041, -0.184, 0.099, -0.108, 0.111, 0.112, -0.003, 0.098, 0.129, -0.544, 0.948]}


Entry 3:
{"formula": "C6H7N", "method": "the ωB97M-V functional and the def2-TZVPD basis", "total_energy_ha": -287.4610, "relative_energy_ev": 3.435, "charge": 0, "smiles": "N#CC1CC=CC1", "homo_energy_ev": -9.050, "symbols": ["C", "C", "C", "C", "H", "H", "H", "H", "C", "H", "N", "H", "C", "H"], "coordinates": [[-0.5741, 1.5820, -0.2301], [-1.0990, 0.3890, 0.5599], [-0.2935, -2.0120, 0.6627], [0.0945, -0.6078, 0.5818], [-1.4686, 0.6269, 1.5591], [0.7152, -0.3882, 1.4614], [0.5933, -0.8870, -1.5547], [0.9810, 1.8098, -1.6411], [0.8884, -0.2747, -0.7078], [0.3090, 2.1874, 0.1308], [-0.6246, -3.1264, 0.7120], [1.9726, -0.3651, -0.5713], [0.4530, 1.1246, -0.9839], [-1.9472, -0.0586, 0.0212]], "lowdin_charge": [-0.114, -0.154, -0.198, -0.300, 0.108, 0.150, 0.123, 0.112, -0.127, 0.135, 0.145, 0.125, -0.125, 0.121]}


Entry 4:
{"formula": "C6H7N", "method": "the ωB97M-V functional and the def2-TZVPD basis", "total_energy_ha": -287.3996, "relative_energy_ev": 5.107, "charge": 0, "smiles": "C[C@@]12[C@@H]3[C@H]4[C@@H]3N1[C@H]42", "homo_energy_ev": -8.401, "symbols": ["C", "H", "C", "H", "C", "C", "H", "N", "H", "C", "C", "H", "H", "H"], "coordinates": [[-0.2797, 0.0599, 0.4664], [1.1652, -0.6178, -2.2599], [1.5270, 0.7169, -0.3396], [-2.1427, 0.8653, 1.3300], [0.9317, -0.3179, -1.2496], [-1.6428, -0.0772, 1.0911], [2.3789, 1.3746, -0.4507], [1.1457, -0.0342, 0.9284], [0.4857, -2.1154, 0.3148], [0.1096, 0.8674, -0.7843], [0.5428, -1.0667, 0.0346], [-1.6159, -0.7214, 1.9724], [-0.3493, 1.6472, -1.3773], [-2.2562, -0.5808, 0.3237]], "lowdin_charge": [-0.382, 0.123, -0.153, 0.073, -0.090, -0.009, 0.131, 0.106, 0.138, -0.085, -0.152, 0.081, 0.129, 0.089]}


Entry 5:
{"formula": "C6H7N", "method": "the ωB97M-V functional and the def2-TZVPD basis", "total_energy_ha": -287.5569, "relative_energy_ev": 0.827, "charge": 0, "smiles": "N#CC1CC=CC1", "homo_energy_ev": -9.799, "symbols": ["H", "C", "C", "H", "C", "C", "H", "H", "C", "H", "N", "H", "H", "C"], "coordinates": [[-2.1218, -0.3811, 0.2668], [0.9556, -1.2732, 0.1097], [1.1980, 0.2123, 0.2181], [-1.3916, -0.0878, -1.3120], [-0.4213, 2.1002, -0.2250], [-0.3184, -1.5559, -0.1488], [1.6850, 0.5944, -0.6888], [-0.4809, 0.8460, 1.4284], [-0.2434, 0.7689, 0.3613], [1.7561, -2.0022, 0.1925], [-0.5601, 3.1466, -0.6993], [1.8288, 0.4955, 1.0669], [-0.7207, -2.5517, -0.3086], [-1.1654, -0.3122, -0.2613]], "lowdin_charge": [0.115, -0.095, -0.144, 0.122, -0.196, -0.095, 0.122, 0.149, -0.297, 0.103, 0.143, 0.115, 0.103, -0.145]}


Entry 6:
{"formula": "C6H7N", "method": "the ωB97M-V functional and the def2-TZVPD basis", "total_energy_ha": -287.4057, "relative_energy_ev": 4.940, "charge": 0, "smiles": "C=C1CC2(C=N2)C1", "homo_energy_ev": -8.861, "symbols": ["N", "H", "C", "C", "H", "H", "C", "H", "C", "C", "H", "C", "H", "H"], "coordinates": [[-0.5372, -1.6658, 1.8185], [-1.6347, 0.7425, -0.2357], [-1.0260, -0.1426, -0.4938], [0.8815, 0.4366, -2.1333], [1.0509, 1.2830, 0.8191], [-1.7532, -0.7761, -0.9193], [0.3565, 0.2865, -0.9411], [1.8422, 0.8081, -2.4494], [0.9741, 0.3106, 0.4437], [-0.8107, -0.4967, 2.3224], [0.2460, 0.2095, -2.9448], [-0.2065, -0.5182, 1.0535], [-1.3039, -0.2224, 3.1825], [1.9211, -0.2551, 0.4777]], "lowdin_charge": [0.182, 0.099, -0.017, 0.042, 0.091, 0.072, -0.337, 0.059, -0.073, -0.006, 0.044, -0.358, 0.084, 0.121]}


Q: Number 1 is which compound?
A: C6H7IN2O